Record 1
{"formula": "C19H32AgN7O11P2S2", "method": "ωB97M-V/def2-TZVPD", "species": ["Ag", "O", "P", "O", "O", "O", "P", "O", "O", "O", "H", "H", "C", "C", "C", "C", "N", "C", "N", "N", "N", "H", "H", "H", "H", "H", "H", "H", "H", "H", "H", "C", "N", "C", "C", "N", "C", "S", "H", "H", "H", "H", "H", "H", "H", "H", "C", "C", "C", "C", "C", "C", "C", "S", "O", "O", "N", "C", "C", "C", "O", "O", "H", "H", "H", "H", "H", "H", "H", "H", "H", "H", "H", "H"], "coordinates": [[1.683, 0.666, -0.462], [4.539, -0.074, 1.614], [4.654, 0.664, 0.188], [6.045, 1.116, -0.024], [3.919, -0.145, -0.849], [3.682, 1.996, 0.508], [3.560, 3.335, -0.447], [3.847, 4.462, 0.725], [1.276, 2.687, -1.401], [1.943, 3.570, -0.430], [3.726, -0.605, 1.685], [3.332, 4.209, 1.505], [-1.570, 1.076, 6.039], [-1.367, -0.278, 5.366], [-2.384, -0.497, 4.250], [0.066, -0.460, 4.865], [0.411, 0.418, 3.770], [0.314, 0.206, 2.457], [0.694, 1.289, 1.832], [1.014, 2.186, 2.793], [0.839, 1.682, 3.958], [-2.583, 1.151, 6.440], [-1.421, 1.889, 5.328], [-0.863, 1.223, 6.858], [-1.507, -1.063, 6.119], [-2.283, 0.258, 3.468], [-3.400, -0.428, 4.643], [-2.267, -1.477, 3.783], [0.212, -1.478, 4.501], [0.780, -0.277, 5.668], [0.046, -0.721, 1.980], [-1.463, 3.272, -3.157], [-1.704, 3.434, -1.740], [-1.031, 4.553, -1.077], [-0.969, 4.112, 0.391], [-1.487, 2.746, 0.352], [-1.752, 2.353, -0.922], [-2.104, 0.780, -1.357], [-0.408, 3.035, -3.328], [-1.718, 4.202, -3.667], [-2.083, 2.464, -3.537], [-1.601, 5.474, -1.223], [-0.023, 4.654, -1.484], [-1.599, 4.731, 1.037], [0.057, 4.120, 0.754], [-0.999, 2.047, 0.898], [-4.184, -1.306, -4.475], [-2.964, -2.096, -4.090], [-1.749, -1.908, -4.740], [-0.614, -2.597, -4.343], [-0.701, -3.489, -3.285], [-1.902, -3.697, -2.627], [-3.028, -3.003, -3.037], [0.759, -4.305, -2.707], [1.463, -4.913, -3.812], [0.360, -5.202, -1.643], [1.585, -3.000, -2.222], [2.828, -3.211, -1.450], [2.549, -3.372, 0.046], [1.889, -2.128, 0.652], [2.299, -1.721, 1.758], [0.952, -1.598, -0.022], [-3.961, -0.603, -5.278], [-4.543, -0.737, -3.615], [-4.992, -1.962, -4.808], [-1.683, -1.187, -5.546], [0.340, -2.432, -4.823], [-1.927, -4.377, -1.787], [-3.964, -3.134, -2.505], [0.988, -2.396, -1.631], [3.442, -2.323, -1.609], [3.346, -4.082, -1.855], [3.481, -3.552, 0.582], [1.878, -4.223, 0.200]], "atomic_forces_ev_per_a": [[-0.525, -0.141, -0.431], [0.191, 0.276, -0.045], [0.199, 0.053, 0.168], [-0.011, 0.014, -0.002], [-0.067, 0.008, 0.117], [0.143, -0.019, -0.234], [-0.036, 0.012, 0.043], [0.031, -0.017, -0.105], [0.224, -0.056, 0.049], [-0.040, 0.143, 0.106], [-0.160, -0.204, -0.023], [-0.019, 0.003, 0.104], [0.006, -0.006, -0.023], [-0.043, 0.005, -0.020], [-0.013, -0.004, 0.045], [0.046, -0.081, 0.031], [-0.156, 0.123, -0.053], [0.195, -0.263, -0.069], [-0.067, 0.250, 0.159], [-0.104, -0.037, 0.159], [0.156, 0.002, -0.008], [-0.009, 0.015, 0.003], [-0.005, -0.004, 0.003], [0.007, 0.003, 0.004], [-0.007, 0.003, 0.013], [-0.001, 0.009, -0.006], [-0.008, -0.006, -0.005], [0.016, -0.006, -0.016], [0.050, 0.015, 0.001], [0.015, -0.002, -0.028], [-0.039, -0.001, -0.057], [-0.065, 0.011, 0.005], [0.090, -0.073, -0.036], [0.050, -0.088, 0.004], [0.002, -0.025, -0.016], [-0.057, -0.058, -0.038], [0.043, 0.144, 0.059], [-0.066, -0.078, -0.059], [0.014, 0.016, 0.022], [-0.014, 0.005, -0.020], [-0.006, -0.012, 0.001], [0.008, 0.001, 0.011], [0.015, 0.012, -0.016], [0.007, 0.025, -0.017], [0.011, -0.015, 0.008], [-0.038, 0.060, -0.043], [0.008, 0.008, 0.021], [-0.010, 0.022, 0.000], [0.038, -0.008, -0.008], [-0.047, -0.017, 0.020], [0.001, -0.011, -0.012], [0.041, 0.022, 0.002], [0.019, 0.007, 0.004], [0.081, -0.050, -0.112], [-0.046, 0.026, 0.000], [-0.021, -0.010, 0.048], [-0.118, -0.030, 0.071], [0.036, 0.021, -0.020], [-0.023, 0.038, -0.024], [0.190, -0.116, -0.156], [-0.107, -0.064, 0.180], [-0.092, 0.040, 0.183], [-0.007, 0.001, 0.022], [0.006, 0.039, -0.036], [0.001, -0.001, 0.005], [0.003, 0.004, 0.006], [0.013, 0.010, -0.015], [-0.013, -0.015, 0.013], [-0.011, -0.016, 0.005], [-0.028, 0.128, 0.011], [0.036, -0.036, 0.010], [0.026, 0.000, 0.015], [0.008, -0.016, -0.014], [0.052, 0.012, 0.037]], "mulliken_charge": [1.177, -0.626, 0.588, -0.800, -0.672, 0.184, -0.352, -0.576, -0.789, 0.218, 0.484, 0.313, -1.481, 0.829, -1.350, -1.323, 1.042, -0.921, 0.297, -0.322, -0.803, 0.432, 0.288, 0.355, 0.276, 0.210, 0.448, 0.353, 0.375, 0.459, 0.793, -1.014, 0.074, -0.708, -0.323, -0.112, -0.103, -0.270, 0.319, 0.291, 0.348, 0.380, 0.338, 0.335, 0.108, 0.189, -1.481, 1.092, -0.770, -0.397, -0.285, -0.288, -0.522, 1.539, -0.793, -0.727, -0.101, -1.052, -0.595, 0.874, -0.901, -0.828, 0.332, 0.290, 0.371, 0.254, 0.384, 0.447, 0.334, 0.405, 0.442, 0.383, 0.360, 0.280], "total_charge": -2, "orbital_gap_ev": 6.35, "lumo_energy_ev": 4.1, "de_lowest_kcal_mol": 137.2, "fmax_ev_per_a": 0.7, "multiplicity": 1, "homo_ev": -2.248}

***

Record 2
{"formula": "C34H47N5OP2PtS", "method": "ωB97M-V/def2-TZVPD", "species": ["Pt", "C", "S", "C", "C", "C", "N", "P", "C", "C", "C", "C", "C", "C", "C", "C", "C", "C", "C", "C", "P", "C", "C", "C", "C", "C", "C", "C", "C", "C", "C", "C", "C", "H", "H", "H", "H", "H", "H", "H", "H", "H", "H", "H", "H", "H", "H", "H", "H", "H", "H", "H", "H", "H", "H", "H", "H", "H", "H", "H", "H", "H", "N", "C", "C", "C", "C", "N", "H", "H", "H", "H", "H", "H", "H", "H", "H", "H", "H", "H", "C", "N", "C", "N", "O", "H", "H", "H", "H", "H", "H"], "coordinates": [[-1.107, 1.403, -0.455], [6.582, -1.167, 0.607], [5.399, -1.871, -0.563], [4.228, -2.722, 0.558], [2.788, -2.322, 0.271], [2.551, -0.836, 0.543], [1.211, -0.406, 0.211], [-0.138, -0.159, 1.295], [0.589, 1.056, 2.426], [0.999, 2.250, 1.835], [1.629, 3.221, 2.587], [1.855, 3.002, 3.940], [1.407, 1.836, 4.541], [0.760, 0.866, 3.791], [-0.240, -1.718, 2.254], [-1.397, -2.481, 2.121], [-1.529, -3.687, 2.788], [-0.502, -4.141, 3.601], [0.657, -3.391, 3.734], [0.792, -2.187, 3.065], [0.714, 0.180, -1.306], [0.082, -1.267, -2.210], [0.184, -1.371, -3.594], [-0.419, -2.429, -4.252], [-1.130, -3.383, -3.539], [-1.247, -3.273, -2.159], [-0.656, -2.211, -1.499], [2.208, 0.757, -2.159], [3.155, -0.139, -2.650], [4.343, 0.339, -3.176], [4.579, 1.704, -3.232], [3.610, 2.600, -2.805], [2.428, 2.129, -2.260], [7.231, -0.505, 0.044], [7.173, -1.962, 1.051], [6.048, -0.605, 1.367], [4.509, -2.475, 1.578], [4.354, -3.792, 0.406], [2.115, -2.920, 0.888], [2.544, -2.537, -0.769], [3.258, -0.250, -0.056], [2.740, -0.604, 1.595], [0.813, 2.404, 0.768], [1.942, 4.149, 2.132], [2.356, 3.752, 4.531], [1.555, 1.685, 5.599], [0.387, -0.027, 4.268], [-2.193, -2.126, 1.482], [-2.425, -4.277, 2.670], [-0.603, -5.076, 4.128], [1.462, -3.746, 4.362], [1.704, -1.618, 3.178], [0.750, -0.635, -4.151], [-0.320, -2.510, -5.323], [-1.589, -4.208, -4.063], [-1.796, -4.020, -1.603], [-0.739, -2.118, -0.423], [2.956, -1.200, -2.617], [5.085, -0.355, -3.540], [5.516, 2.072, -3.617], [3.784, 3.662, -2.899], [1.662, 2.814, -1.918], [-2.581, 3.013, 0.004], [-3.904, 3.241, -0.602], [-3.810, 3.869, -1.995], [-3.835, 2.895, -3.179], [-2.879, 1.708, -3.099], [-1.502, 2.131, -2.792], [-2.698, 2.752, 0.988], [-2.059, 3.891, -0.022], [-4.483, 3.916, 0.041], [-4.450, 2.296, -0.651], [-2.914, 4.490, -2.041], [-4.661, 4.538, -2.127], [-3.598, 3.473, -4.075], [-4.842, 2.494, -3.310], [-2.914, 1.173, -4.054], [-3.201, 0.998, -2.326], [-1.370, 3.107, -3.039], [-0.834, 1.593, -3.339], [-5.391, -1.107, 1.334], [-4.186, -0.322, 1.182], [-3.433, 0.185, 2.176], [-3.836, -0.016, 3.441], [-2.397, 0.827, 1.916], [-5.730, -1.414, 0.351], [-6.184, -0.521, 1.800], [-5.212, -2.002, 1.934], [-3.809, -0.190, 0.254], [-4.640, -0.576, 3.663], [-3.313, 0.403, 4.192]], "atomic_forces_ev_per_a": [[2.309, -1.642, -2.996], [-0.196, -0.283, -0.073], [-0.116, -0.063, -0.022], [0.227, -0.005, -0.425], [0.106, 0.272, 0.158], [0.372, -0.520, -0.022], [-1.299, 0.626, -0.311], [1.748, 1.761, -0.841], [-0.281, -0.044, 0.100], [0.069, 0.024, -0.109], [0.042, 0.058, 0.006], [-0.080, -0.024, 0.081], [0.038, 0.117, 0.064], [-0.048, 0.015, -0.116], [-0.969, 0.221, -0.499], [-0.044, 0.027, -0.036], [0.003, -0.075, 0.022], [-0.033, 0.045, -0.051], [0.042, 0.028, -0.026], [0.199, 0.227, -0.075], [-0.628, -0.998, 1.600], [-0.094, 0.486, -0.205], [0.052, 0.156, 0.166], [-0.024, -0.096, -0.069], [0.068, 0.102, -0.061], [-0.026, -0.040, 0.047], [0.102, 0.016, 0.055], [-0.816, 0.483, 0.023], [-0.233, -0.152, -0.014], [-0.059, 0.027, 0.003], [-0.125, -0.080, -0.002], [-0.004, 0.111, 0.048], [-0.090, 0.071, 0.048], [0.054, 0.062, -0.014], [0.088, 0.054, 0.115], [0.078, 0.123, 0.117], [0.028, -0.023, 0.165], [-0.019, -0.021, 0.167], [-0.047, -0.069, -0.029], [-0.048, -0.061, -0.107], [-0.021, -0.043, 0.221], [0.046, 0.094, -0.031], [0.184, 0.071, 0.275], [0.042, 0.022, -0.043], [0.047, 0.068, 0.050], [0.010, -0.015, 0.077], [0.013, -0.025, 0.069], [-0.125, -0.024, -0.032], [-0.090, -0.029, 0.000], [-0.007, -0.099, 0.045], [0.020, 0.012, 0.009], [0.028, 0.008, 0.049], [0.052, 0.010, -0.090], [-0.015, -0.048, -0.134], [-0.033, -0.058, 0.004], [-0.003, -0.005, 0.020], [-0.043, -0.171, -0.102], [0.110, -0.093, 0.013], [0.050, -0.082, 0.019], [0.094, 0.042, -0.114], [-0.008, 0.072, 0.053], [0.060, 0.112, 0.057], [0.302, -0.418, 0.987], [-0.463, 0.218, -0.284], [-0.120, -0.350, 0.011], [0.257, -0.043, 0.103], [-0.563, -0.128, -0.113], [0.350, -0.217, 1.090], [-0.043, 0.273, -0.084], [-0.102, -0.236, 0.130], [0.140, -0.166, -0.021], [0.065, -0.027, 0.091], [0.032, 0.169, 0.033], [0.103, 0.110, 0.027], [-0.106, -0.067, -0.108], [-0.011, 0.036, -0.020], [0.066, 0.041, 0.133], [0.027, 0.105, -0.137], [0.107, -0.036, 0.088], [-0.050, 0.096, 0.057], [-0.162, -0.018, 0.222], [0.020, -0.096, -0.466], [0.009, 0.159, 0.171], [-0.169, -0.181, 0.087], [-0.352, 0.127, 0.576], [-0.036, -0.047, -0.004], [-0.040, -0.020, -0.012], [-0.025, -0.049, -0.051], [0.025, 0.020, 0.206], [-0.037, 0.037, 0.090], [0.022, -0.032, -0.102]], "mulliken_charge": [1.486, -0.925, -0.026, -1.187, -0.218, -0.901, 0.564, 0.115, 1.903, -0.385, -0.966, -0.694, -0.816, -0.851, 1.026, -0.348, -1.088, -0.893, -0.951, -0.890, 0.150, 0.949, -0.581, -0.794, -0.677, -0.828, -0.766, 0.521, -0.219, -0.966, -0.699, -0.691, -0.399, 0.383, 0.319, 0.270, 0.456, 0.458, 0.348, 0.210, 0.621, 0.585, -0.128, 0.476, 0.436, 0.479, 0.566, 0.556, 0.490, 0.457, 0.494, 0.586, 0.461, 0.495, 0.447, 0.524, 0.641, 0.606, 0.529, 0.438, 0.474, 0.343, -0.637, -0.530, -0.734, -1.016, -0.149, -0.451, 0.258, 0.293, 0.477, 0.193, 0.386, 0.380, 0.366, 0.395, 0.482, -0.066, 0.249, 0.272, -1.147, 0.065, 0.298, -0.353, -0.648, 0.351, 0.372, 0.364, 0.148, 0.145, 0.262], "total_charge": 2, "orbital_gap_ev": 5.99, "lumo_energy_ev": -6.4, "de_lowest_kcal_mol": 58.0, "fmax_ev_per_a": 4.1, "multiplicity": 1, "homo_ev": -12.401}

***

Record 3
{"formula": "C14H11I2N2OPdS3", "method": "ωB97M-V/def2-TZVPD", "species": ["Pd", "I", "C", "C", "C", "I", "C", "O", "C", "C", "N", "C", "C", "C", "C", "C", "C", "N", "C", "H", "H", "H", "H", "H", "H", "H", "H", "H", "H", "H", "S", "C", "S", "S"], "coordinates": [[2.087, 0.356, -1.425], [-4.733, -0.093, 2.096], [-3.119, -0.587, 0.868], [-2.484, -1.820, 1.011], [-1.410, -2.138, 0.211], [-0.453, -3.975, 0.450], [-0.861, -1.242, -0.767], [0.167, -1.475, -1.446], [-1.573, 0.003, -0.882], [-1.033, 0.998, -1.859], [0.254, 1.581, -1.395], [0.209, 2.118, -0.025], [0.494, 1.019, 0.972], [-0.278, 0.804, 2.101], [0.011, -0.281, 2.907], [1.068, -1.112, 2.571], [1.808, -0.817, 1.441], [1.543, 0.239, 0.672], [-2.667, 0.305, -0.096], [-2.835, -2.529, 1.750], [-0.832, 0.536, -2.827], [-1.764, 1.806, -1.991], [0.535, 2.320, -2.032], [0.988, 2.879, 0.058], [-0.757, 2.582, 0.203], [-1.134, 1.436, 2.297], [-0.611, -0.502, 3.765], [1.298, -1.995, 3.149], [2.633, -1.441, 1.120], [-3.161, 1.264, -0.222], [5.491, -0.291, -4.295], [4.255, -0.074, -3.249], [2.652, 0.507, -3.584], [4.210, -0.386, -1.544]], "atomic_forces_ev_per_a": [[-0.180, 0.288, 0.517], [-0.024, 0.021, 0.029], [0.118, -0.053, -0.135], [-0.075, -0.005, 0.047], [-0.045, 0.036, 0.083], [0.028, -0.019, -0.014], [0.181, 0.007, -0.037], [-0.192, -0.267, -0.001], [-0.068, 0.022, -0.055], [-0.011, 0.139, 0.082], [0.115, 0.110, -0.084], [-0.037, -0.109, 0.040], [0.136, 0.061, -0.059], [0.000, 0.031, -0.021], [-0.008, -0.054, 0.058], [0.020, 0.030, -0.028], [0.075, 0.112, 0.053], [-0.218, -0.173, -0.280], [-0.057, 0.021, 0.043], [0.007, -0.002, -0.002], [0.025, -0.064, 0.039], [0.008, -0.011, -0.011], [-0.089, -0.034, 0.022], [0.015, -0.019, -0.008], [-0.012, 0.000, -0.010], [-0.002, 0.000, 0.015], [0.010, 0.017, 0.015], [0.000, -0.006, 0.003], [-0.018, -0.004, -0.018], [-0.011, -0.003, 0.009], [0.063, 0.004, -0.039], [-0.271, 0.008, 0.194], [0.149, 0.118, -0.484], [0.368, -0.202, 0.038]], "mulliken_charge": [0.383, 0.003, -0.395, -0.329, -0.400, 0.058, 0.420, -0.766, 0.813, -1.356, -0.311, -0.764, 0.862, -0.682, -0.203, -0.783, -0.145, -0.212, -0.380, 0.365, 0.372, 0.388, 0.268, 0.410, 0.303, 0.343, 0.421, 0.436, 0.349, 0.369, -0.357, 0.227, -0.341, -0.365], "total_charge": -1, "orbital_gap_ev": 6.54, "lumo_energy_ev": 2.1, "fmax_ev_per_a": 0.6, "multiplicity": 1, "homo_ev": -4.453}